{
  "formula": "C23H44NP3SeTi",
  "method": "ωB97M-V/def2-TZVPD",
  "species": ["Ti", "P", "P", "P", "H", "C", "C", "H", "C", "C", "C", "C", "C", "C", "C", "C", "C", "H", "H", "H", "H", "H", "H", "H", "H", "H", "H", "H", "H", "H", "H", "H", "H", "H", "H", "H", "H", "H", "H", "H", "H", "H", "H", "H", "H", "H", "C", "C", "C", "C", "C", "C", "Se", "H", "H", "H", "H", "H", "H", "N", "C", "C", "C", "C", "C", "C", "H", "H", "H", "H", "H", "H", "H"],
  "xyz": [[0.01147, 0.00621, 0.77551], [-2.37061, -0.08735, 0.10560], [0.18313, -2.50814, 0.34170], [0.01334, 2.50797, 0.41472], [1.56915, -0.86226, -1.37104], [1.54101, 0.05238, -0.77518], [2.18752, 0.09654, 0.51094], [2.70228, -0.78838, 0.89634], [-2.76097, -0.13230, -1.67663], [-3.36959, -1.51681, 0.68521], [-3.46799, 1.27731, 0.65511], [1.86133, -3.25347, 0.39889], [-0.64340, -3.55273, 1.59959], [-0.45398, -3.17296, -1.24023], [1.60826, 3.42024, 0.39470], [-0.89526, 3.50499, 1.63914], [-0.69235, 3.11679, -1.18106], [1.48764, 0.95144, -1.39435], [2.59389, 1.03907, 0.89185], [-3.85425, -0.16426, -1.78563], [-2.32698, -1.02096, -2.15015], [-2.37517, 0.76040, -2.18407], [-4.40237, -1.36627, 0.33681], [-3.37810, -1.56241, 1.78301], [-2.99844, -2.46685, 0.28195], [-4.50058, 1.01849, 0.37698], [-3.20583, 2.23193, 0.18422], [-3.41576, 1.38450, 1.74663], [1.78048, -4.32164, 0.15574], [2.28186, -3.15377, 1.40739], [2.54289, -2.77772, -0.31454], [-0.69279, -4.57616, 1.20776], [-1.66184, -3.21637, 1.82536], [-0.05776, -3.57073, 2.52937], [-0.09822, -4.21232, -1.29412], [-0.06231, -2.60773, -2.09908], [-1.55212, -3.15606, -1.26841], [1.41667, 4.47555, 0.15654], [2.29999, 3.01028, -0.34906], [2.07192, 3.36082, 1.38576], [-0.85576, 4.56181, 1.34293], [-0.40627, 3.38833, 2.61280], [-1.93902, 3.18829, 1.72453], [-0.42009, 4.18184, -1.24605], [-1.78628, 3.02012, -1.20442], [-0.26881, 2.58296, -2.04585], [1.04098, 0.13591, -5.50973], [2.21340, -0.08902, -4.76176], [3.46036, -0.03188, -5.38795], [3.55440, 0.22014, -6.76118], [2.38717, 0.40339, -7.51598], [1.13789, 0.35788, -6.89847], [-0.68175, 0.17529, -4.67184], [-0.16631, -0.14848, -3.28834], [2.13436, -0.29453, -3.69449], [4.36371, -0.18654, -4.79004], [4.53138, 0.27102, -7.23920], [2.45260, 0.58359, -8.58412], [0.23057, 0.50242, -7.47807], [-0.08505, -0.67141, 2.88317], [0.01008, -0.04345, 4.17705], [1.23848, -0.03707, 4.82656], [1.25275, 0.06337, 6.22149], [0.05555, 0.23242, 6.93006], [-1.14477, 0.41782, 6.23191], [-1.16053, 0.32838, 4.83245], [0.63970, -1.40234, 2.81166], [-0.98593, -1.15471, 2.81430], [2.16329, -0.13819, 4.25858], [2.20423, 0.00850, 6.75079], [0.05889, 0.24780, 8.02220], [-2.07111, 0.64141, 6.76379], [-2.07425, 0.51773, 4.26997]],
  "forces_ev_per_angstrom": [[2.9, 0.4, 0.6], [-2.6, 0.0, -0.8], [0.1, -1.2, -0.2], [-0.1, 2.0, -0.6], [0.3, 0.2, 0.1], [-0.3, -0.3, 0.3], [-0.7, 0.1, 0.1], [-0.1, 0.3, -0.2], [0.1, 0.0, -0.3], [0.1, -0.1, 0.1], [0.0, 0.0, 0.1], [0.1, 0.3, 0.0], [-0.1, -0.1, 0.0], [0.0, 0.0, 0.0], [0.2, -0.4, 0.1], [-0.1, -0.1, 0.2], [0.0, -0.2, 0.0], [0.1, -0.1, 0.1], [0.0, -0.4, -0.2], [0.3, 0.0, -0.1], [-0.1, 0.1, 0.1], [-0.1, -0.1, 0.2], [0.3, -0.1, 0.1], [0.0, 0.0, -0.2], [-0.1, 0.3, 0.1], [0.3, 0.1, 0.1], [-0.1, -0.3, 0.1], [-0.1, 0.0, -0.2], [0.0, 0.3, 0.1], [-0.1, 0.0, -0.2], [-0.1, -0.1, 0.1], [0.0, 0.1, 0.2], [0.3, -0.2, 0.0], [-0.2, 0.0, -0.2], [-0.3, 0.3, -0.2], [-0.1, -0.2, 0.3], [0.3, -0.1, 0.0], [-0.1, -0.3, 0.1], [-0.1, 0.1, 0.1], [0.0, 0.0, -0.2], [0.0, -0.3, 0.1], [-0.1, 0.1, -0.1], [0.2, 0.2, 0.0], [-0.2, -0.4, -0.1], [0.3, 0.1, 0.0], [-0.1, 0.2, 0.3], [-1.0, 0.0, 0.7], [1.2, 0.0, 0.1], [-0.7, -0.2, 1.2], [-0.1, 0.0, -0.1], [-1.0, 0.0, 0.2], [0.4, 0.2, -0.9], [1.7, -0.2, -0.2], [-0.2, 0.2, -0.8], [0.2, 0.1, -0.3], [-0.4, 0.1, -0.3], [-0.2, 0.0, 0.1], [0.0, 0.0, 0.1], [0.2, 0.0, 0.0], [0.5, -0.5, -1.4], [0.0, 0.2, 0.9], [-0.1, -0.1, 0.4], [-0.2, 0.3, -0.1], [-0.1, 0.0, -0.2], [0.3, 0.3, -0.2], [0.2, -0.2, 0.5], [-0.5, 0.4, 0.5], [0.2, -0.1, 0.4], [-0.1, -0.3, 0.2], [-0.3, 0.0, -0.1], [0.0, 0.0, -0.4], [0.3, -0.1, -0.1], [0.0, -0.4, 0.1]],
  "e_above_lowest_ev": 0.000,
  "s2": 0.771,
  "energy_ev": -142356.1395,
  "total_charge": 3,
  "homo_energy_ev": [-15.8, -15.8],
  "orbital_gap_ev": [6.51, 3.95],
  "multiplicity": 2
}


{
  "formula": "C7H10Si",
  "method": "ωB97M-V/def2-TZVPD",
  "species": ["C", "C", "C", "C", "C", "C", "C", "Si", "H", "H", "H", "H", "H", "H", "H", "H", "H", "H"],
  "xyz": [[3.86601, -0.49106, -0.30487], [-1.20714, -3.21280, -0.90405], [2.66552, -0.52354, -0.41245], [-0.43817, -2.28776, -1.05869], [-1.16088, -0.28864, 1.62060], [0.30950, 1.57593, -1.61276], [0.22759, 0.31198, 1.28704], [0.88385, 0.14604, -0.51895], [4.76220, -1.00928, -0.15544], [-1.72653, -4.13365, -0.83272], [-2.13660, 0.21288, 1.58920], [-1.28548, -1.12574, 0.90623], [-1.20108, -0.70169, 2.63147], [-0.56735, 1.41797, -2.24861], [0.19785, 2.48781, -0.89392], [1.23719, 1.74364, -2.25488], [0.92307, -0.13538, 2.06064], [0.18095, 1.32182, 1.49173]],
  "forces_ev_per_angstrom": [[-0.5, -1.2, 0.1], [0.4, -0.1, -0.2], [-2.3, 2.1, -0.8], [1.2, 2.7, 0.5], [-0.6, -1.8, -0.6], [2.0, 0.8, 0.5], [0.1, -2.1, 0.2], [-1.2, -3.0, 1.5], [1.3, 0.2, 0.1], [-0.3, -0.1, 0.0], [0.7, 1.0, -0.6], [-0.2, 0.1, 0.7], [0.5, -0.1, -0.1], [0.2, -0.1, 0.4], [0.1, -1.6, -1.3], [-1.3, 0.2, 0.5], [-0.4, 0.5, -1.3], [0.3, 2.5, 0.4]],
  "e_above_lowest_ev": 3.979,
  "energy_ev": -15291.9942,
  "homo_energy_ev": -9.0,
  "orbital_gap_ev": 8.61
}


{
  "formula": "C10H11BrClN2O",
  "method": "ωB97M-V/def2-TZVPD",
  "species": ["C", "C", "C", "C", "C", "C", "C", "C", "C", "C", "N", "N", "O", "Cl", "Br", "H", "H", "H", "H", "H", "H", "H", "H", "H", "H", "H"],
  "xyz": [[2.22755, -0.91775, -0.95496], [2.08491, 0.54175, 0.87706], [3.55461, -0.64844, -1.02552], [3.35555, 0.86991, 0.90177], [1.41560, -0.40453, 0.06412], [4.12583, 0.28973, -0.13326], [0.04627, -0.65686, 0.22997], [-2.05984, -0.78422, 1.04848], [-3.99425, 0.84430, -0.88528], [-3.15172, 1.34228, 0.10192], [-0.72806, -1.31123, -0.66983], [-0.72835, -0.46883, 1.27485], [-2.07316, -1.52757, -0.22772], [5.79845, 0.55310, -0.27148], [-1.47752, 2.13607, -0.31098], [1.70996, -1.71014, -1.58973], [1.42043, 0.91786, 1.65267], [4.24685, -1.00523, -1.83638], [3.84298, 1.48006, 1.65473], [-2.63588, -1.20828, 1.81403], [-3.75671, -0.31442, -1.27724], [-3.88226, 1.45131, -1.75656], [-5.06578, 0.80514, -0.55837], [-3.38132, 1.49725, 1.12609], [-0.19626, -2.05345, -1.20838], [-0.69790, 0.28221, 1.96001]],
  "forces_ev_per_angstrom": [[-2.8, -2.6, -0.6], [-5.0, -0.9, 2.0], [2.1, 1.1, -0.9], [3.6, 0.0, -1.4], [3.3, 1.8, -0.5], [-0.5, -0.9, 0.1], [-2.3, -1.3, -0.5], [-0.4, 0.3, -3.7], [-2.0, -3.6, -2.2], [3.1, -0.9, 2.6], [1.6, -0.8, -1.1], [-0.9, 1.4, 1.6], [1.9, 0.6, 1.7], [0.2, 0.3, 0.1], [-0.4, 0.2, -0.2], [1.3, 1.2, 0.3], [0.4, 0.4, 0.2], [-1.1, 0.0, 1.0], [-0.3, 0.1, -0.2], [-0.8, -0.6, 0.9], [-0.3, 2.8, 1.0], [-0.3, 0.3, -0.9], [0.9, 0.2, -0.3], [-0.5, 0.4, 0.4], [-1.9, 0.7, 0.6], [1.1, -0.2, 0.0]],
  "e_above_lowest_ev": 1.519,
  "energy_ev": -98128.8088,
  "total_charge": 1,
  "homo_energy_ev": [-11.6, -11.2],
  "orbital_gap_ev": [7.08, 6.54]
}


{
  "formula": "C40H65AsBaO11PS4Si",
  "method": "ωB97M-V/def2-TZVPD",
  "species": ["Ba", "O", "S", "C", "C", "C", "C", "S", "O", "C", "C", "C", "C", "C", "C", "C", "C", "C", "C", "C", "C", "H", "H", "H", "H", "H", "H", "H", "H", "H", "H", "H", "H", "H", "H", "H", "H", "H", "H", "C", "C", "C", "C", "O", "Si", "S", "O", "C", "C", "C", "C", "O", "C", "C", "C", "C", "H", "H", "H", "H", "H", "H", "H", "H", "H", "H", "H", "H", "H", "H", "H", "H", "H", "H", "H", "H", "H", "H", "H", "H", "H", "H", "H", "O", "As", "O", "O", "C", "C", "C", "C", "C", "C", "S", "O", "O", "O", "H", "H", "H", "H", "H", "C", "C", "P", "C", "C", "C", "C", "H", "H", "H", "H", "H", "H", "H", "H", "H", "H", "H", "H", "H", "H", "H"],
  "xyz": [[0.20496, -0.69534, 0.82906], [1.32490, -2.50684, -0.85966], [1.65635, -3.96811, -0.79565], [3.39285, -4.05979, -1.28627], [3.78111, -3.37280, -2.59239], [3.48485, -1.87284, -2.69636], [4.17662, -1.03908, -1.62749], [3.55091, 0.65868, -1.39633], [2.31434, 0.55008, -0.58024], [3.01678, 0.99276, -3.07504], [1.65893, 0.98118, -3.34765], [1.23136, 1.27752, -4.63494], [2.15236, 1.58249, -5.62735], [3.51200, 1.60338, -5.33663], [3.94833, 1.31621, -4.05229], [0.89850, -4.66855, -2.26592], [0.97465, -6.03481, -2.50675], [0.35219, -6.56587, -3.62351], [-0.35771, -5.73441, -4.48440], [-0.44475, -4.37596, -4.22240], [0.18477, -3.83553, -3.10729], [3.62963, -5.12662, -1.31717], [3.90488, -3.64539, -0.41434], [3.27735, -3.87146, -3.42508], [4.85408, -3.54298, -2.73168], [2.41166, -1.70605, -2.63653], [3.81373, -1.53972, -3.68310], [5.25237, -0.95073, -1.80411], [4.02454, -1.44060, -0.62135], [0.94599, 0.76084, -2.55942], [0.17012, 1.27890, -4.84991], [1.81234, 1.81687, -6.62817], [4.22921, 1.85342, -6.10814], [5.00574, 1.34778, -3.81158], [1.50545, -6.68221, -1.81731], [0.40684, -7.62925, -3.81704], [-0.85128, -6.15226, -5.35226], [-1.00851, -3.72820, -4.88179], [0.12033, -2.77951, -2.87076], [0.90016, 4.42290, 2.57682], [0.61413, 2.93028, 2.70225], [-0.42638, 2.69261, 3.79314], [1.89396, 2.16961, 3.02647], [0.15964, 2.37081, 1.45483], [-1.02228, 2.91207, 0.40175], [-1.40363, 1.45265, -0.97991], [-2.28380, 3.32013, 1.37756], [-3.45072, 4.09504, 1.13547], [-3.13200, 5.54922, 1.47229], [-4.51577, 3.54440, 2.07909], [-3.92528, 3.97536, -0.30987], [-0.57736, 4.38443, -0.23843], [0.30825, 4.71888, -1.30802], [1.54501, 3.83016, -1.30636], [0.71016, 6.16852, -1.06855], [-0.44371, 4.59151, -2.63097], [1.23605, 4.81109, 3.53906], [0.00514, 4.96877, 2.27328], [1.68139, 4.60943, 1.83670], [-0.00605, 2.93748, 4.77296], [-0.71465, 1.64236, 3.78255], [-1.30856, 3.30615, 3.61632], [2.36235, 2.57441, 3.92673], [2.59517, 2.24366, 2.19108], [1.67773, 1.11358, 3.19319], [-2.79416, 5.62113, 2.50823], [-4.01317, 6.18293, 1.34403], [-2.33270, 5.90984, 0.82286], [-4.16019, 3.59396, 3.10963], [-4.71541, 2.49862, 1.83773], [-5.44524, 4.11327, 1.99740], [-3.17309, 4.36605, -0.99741], [-4.85104, 4.54100, -0.44268], [-4.09820, 2.93042, -0.56980], [2.11564, 3.95669, -0.38398], [2.18784, 4.07811, -2.15689], [1.25962, 2.78766, -1.37405], [1.22510, 6.25892, -0.11080], [-0.17804, 6.80296, -1.04330], [1.37319, 6.52210, -1.86156], [-0.77706, 3.56241, -2.76943], [0.19817, 4.87808, -3.46806], [-1.32067, 5.24354, -2.62384], [-1.17143, -0.83406, 5.81738], [-0.69357, -1.74117, 4.35815], [-1.70843, -2.99857, 4.15473], [-0.63202, -0.53579, 3.18651], [1.07335, -2.24326, 5.03889], [1.16393, -2.31354, 6.42375], [2.34634, -2.70663, 7.04663], [3.44994, -3.03576, 6.28621], [3.37291, -2.97712, 4.89903], [2.19324, -2.58489, 4.28554], [2.24521, -2.54439, 2.50706], [0.90342, -2.96112, 2.08611], [3.30745, -3.43961, 2.10483], [2.47966, -1.14421, 2.12490], [-1.82591, -0.18258, 5.54190], [0.30094, -2.05124, 7.01710], [2.39462, -2.75598, 8.12743], [4.37187, -3.34515, 6.76345], [4.21786, -3.24675, 4.28225], [-4.48576, -2.12265, -2.84319], [-3.08308, -1.67659, -2.44345], [-2.59029, -1.90167, -0.67607], [-2.96652, -3.69406, -0.39860], [-2.21509, -4.25290, 0.81425], [-3.97251, -1.04105, 0.19002], [-3.67052, -0.76896, 1.66616], [-4.65538, -1.95016, -3.90906], [-5.25318, -1.57302, -2.29740], [-4.63835, -3.18725, -2.65287], [-2.93962, -0.61223, -2.65015], [-2.34043, -2.21432, -3.04036], [-2.64739, -4.22590, -1.30293], [-4.04571, -3.84729, -0.29743], [-1.13312, -4.16579, 0.68481], [-2.44600, -5.30967, 0.96499], [-2.44686, -3.72672, 1.74165], [-4.89726, -1.61370, 0.07279], [-4.08521, -0.08724, -0.33364], [-3.39505, -1.66890, 2.21915], [-4.54013, -0.32726, 2.15798], [-2.84025, -0.06920, 1.77319]],
  "forces_ev_per_angstrom": [[-0.2, 1.1, -0.4], [-0.2, -0.1, 0.1], [0.0, 0.1, 0.0], [0.1, -0.1, 0.0], [-0.1, 0.0, 0.0], [0.0, 0.0, 0.0], [0.0, -0.1, 0.0], [0.1, 0.1, 0.0], [-0.1, -0.1, -0.1], [-0.1, 0.1, 0.0], [0.0, -0.1, 0.0], [0.0, 0.0, 0.0], [0.0, 0.0, 0.0], [0.0, 0.0, 0.0], [0.0, 0.0, 0.1], [0.1, 0.0, 0.0], [0.0, 0.0, 0.1], [0.0, 0.0, -0.1], [0.0, 0.0, 0.0], [0.0, 0.0, 0.0], [0.0, 0.1, 0.0], [0.0, 0.0, 0.0], [0.0, 0.0, 0.0], [0.0, 0.0, 0.0], [0.0, 0.0, 0.0], [0.0, 0.0, 0.0], [0.0, 0.0, 0.0], [0.0, 0.0, 0.0], [0.0, 0.0, 0.0], [0.0, 0.0, 0.0], [0.0, 0.0, 0.0], [0.0, 0.0, 0.0], [0.0, 0.0, 0.0], [0.0, 0.0, 0.0], [0.0, 0.0, 0.0], [0.0, 0.0, 0.0], [0.0, 0.0, 0.0], [0.0, 0.0, 0.0], [0.0, 0.0, 0.0], [0.0, 0.0, -0.2], [0.1, -0.1, 0.2], [0.0, 0.0, 0.0], [0.0, 0.0, 0.0], [-0.4, 0.1, -0.3], [0.3, 0.0, 0.1], [0.0, -0.2, -0.1], [0.0, 0.0, 0.1], [0.0, 0.0, 0.0], [0.0, 0.0, 0.0], [0.0, 0.0, 0.0], [0.0, 0.0, 0.0], [0.1, 0.0, 0.0], [-0.1, 0.0, 0.1], [0.1, 0.1, 0.0], [0.0, 0.1, 0.0], [0.0, 0.0, 0.0], [0.0, 0.0, 0.1], [0.0, 0.0, 0.0], [0.0, 0.0, 0.0], [0.0, 0.0, 0.0], [0.0, 0.0, 0.1], [0.0, 0.0, 0.0], [0.0, 0.0, 0.0], [0.0, 0.0, 0.0], [0.0, 0.0, 0.0], [0.0, 0.0, 0.0], [0.0, 0.0, 0.0], [0.0, 0.0, 0.0], [0.0, 0.0, 0.0], [0.0, 0.0, 0.0], [0.0, 0.0, 0.0], [0.0, 0.0, 0.0], [0.0, 0.0, 0.0], [0.0, 0.0, 0.0], [0.0, 0.0, 0.0], [0.0, 0.0, 0.0], [-0.1, -0.2, 0.0], [0.0, 0.0, 0.0], [0.0, 0.0, 0.0], [0.0, 0.0, 0.0], [0.0, 0.0, 0.0], [0.0, 0.0, 0.0], [0.0, 0.0, 0.0], [-0.1, 0.1, 0.2], [0.1, 0.5, -0.5], [0.0, -0.1, -0.1], [0.0, -0.6, 0.5], [-0.3, 0.0, -0.1], [0.2, -0.1, 0.2], [-0.3, 0.1, 0.0], [0.2, 0.0, -0.2], [0.0, 0.0, 0.4], [0.3, -0.1, -0.1], [-0.3, 0.3, 0.2], [0.1, -0.3, 0.1], [0.2, -0.2, -0.2], [0.4, -0.3, 0.2], [0.0, 0.0, 0.0], [0.0, 0.0, 0.0], [0.0, 0.0, 0.0], [0.0, 0.0, 0.0], [0.0, 0.0, 0.0], [0.0, 0.0, 0.0], [0.0, 0.0, 0.1], [0.0, -0.2, 0.0], [0.0, 0.0, 0.0], [0.0, 0.0, 0.0], [0.1, 0.0, 0.1], [0.0, -0.1, -0.1], [0.0, 0.0, 0.0], [0.0, 0.0, 0.0], [0.0, 0.0, 0.0], [0.0, 0.0, 0.0], [0.0, 0.0, 0.0], [0.0, 0.0, 0.0], [0.0, 0.0, 0.0], [0.0, 0.0, 0.0], [0.0, 0.0, 0.0], [0.0, 0.0, 0.0], [0.0, 0.0, 0.0], [0.0, 0.0, 0.0], [0.0, 0.0, 0.0], [0.0, 0.0, 0.0], [0.0, 0.0, 0.0]],
  "e_above_lowest_ev": 0.000,
  "energy_ev": -187109.5816,
  "total_charge": -1,
  "homo_energy_ev": -5.2,
  "orbital_gap_ev": 7.02
}